[1]
{
  "formula": "C5H8O",
  "method": "the ωB97M-V functional and the def2-TZVPD basis",
  "smiles": "C=C=CCCO",
  "molar_mass_da": 84.12,
  "spin_multiplicity": 1,
  "de_lowest_kcal_mol": 99.60,
  "homo_lumo_gap_ev": 9.37,
  "e_homo_ev": -8.5,
  "symbols": ["H", "C", "H", "C", "H", "C", "C", "H", "H", "H", "H", "C", "H", "O"],
  "positions_angstrom": [[3.72550, -0.49447, -0.28058], [1.67142, -0.06958, -0.27509], [1.31182, -0.05374, 1.15065], [0.48882, 0.08745, 0.25623], [-0.82073, -1.52364, -0.51833], [-2.10331, -0.08621, 0.49159], [2.89818, 0.05526, -0.70213], [-2.13475, -0.67856, 1.41960], [-1.25069, 1.54240, 0.98996], [-0.95329, 0.03761, -1.29552], [3.06268, 0.78604, -1.47918], [-0.84638, -0.44659, -0.30918], [-3.01172, -0.33035, -0.07877], [-2.15595, 1.29644, 0.74882]],
  "mulliken_charge": [0.259, 0.002, 0.179, -0.245, 0.354, -0.460, -0.825, 0.249, 0.343, 0.238, 0.230, -0.120, 0.304, -0.507]
}



[2]
{
  "formula": "C15H25CeCl2NO2P",
  "method": "the ωB97M-V functional and the def2-TZVPD basis",
  "molar_mass_da": 493.37,
  "spin_multiplicity": 1,
  "homo_lumo_gap_ev": [6.30, 6.32],
  "e_homo_ev": [-18.6, -18.6],
  "charge": 3,
  "symbols": ["H", "C", "O", "H", "C", "C", "H", "H", "H", "N", "C", "H", "C", "H", "C", "Cl", "H", "P", "C", "H", "H", "H", "C", "H", "H", "H", "Cl", "H", "H", "C", "H", "O", "H", "C", "H", "H", "Ce", "H", "C", "C", "C", "H", "C", "H", "H", "H", "C"],
  "positions_angstrom": [[1.10768, 3.97787, -1.19183], [-1.27312, -3.03668, 3.18798], [-1.06944, -2.76921, -3.22538], [0.97257, -0.05919, 4.71005], [-0.40935, -3.93775, -5.27157], [-1.41456, -3.34731, 1.85300], [-1.24747, 1.18697, -4.14118], [-1.79030, 4.09946, -1.26923], [1.97392, -1.41908, 3.10942], [1.26071, 0.42593, 3.84582], [2.35062, -0.40645, 3.25588], [-1.78860, -4.32561, 1.57970], [0.04331, 0.55771, 3.01220], [-1.52695, -3.76928, 3.95334], [-2.22401, 1.33273, 0.24942], [2.38581, -0.15789, -1.65934], [3.19406, -0.42499, 3.96733], [-0.37324, 2.35480, -2.19388], [-1.07960, -2.39424, 0.87498], [-0.67097, 1.12890, 3.62418], [-0.68940, -1.55383, 4.63261], [2.64678, 1.61785, 4.96683], [-1.74871, 3.55703, -2.23311], [0.09780, -4.89920, -5.22922], [-1.18179, -2.63073, -0.18666], [2.14722, 2.30745, 3.37810], [1.50259, -2.95723, -3.60158], [0.03389, -3.35828, -6.07871], [-1.46871, -4.08309, -5.45750], [-0.48801, -0.79166, 2.60128], [0.53039, 1.04973, -4.03202], [-3.21523, 1.75562, 0.67498], [2.66975, 0.03131, 2.29936], [-0.23158, -3.20849, -3.99139], [0.28501, 1.19661, 2.14744], [0.99862, 2.32038, 4.76730], [-0.01717, -0.11659, -0.81121], [-1.59331, 4.29515, -3.05062], [1.10032, 3.40776, -2.12262], [-0.32365, 1.71544, -3.89748], [-0.64509, -1.14032, 1.26159], [-0.21796, 2.55247, -4.58928], [-0.80464, -1.77032, 3.56740], [1.99798, 2.79190, -2.18523], [1.09593, 4.10901, -2.95891], [-2.70301, 3.02610, -2.41221], [1.80089, 1.75923, 4.26998]],
  "mulliken_charge": [0.390, -0.764, -0.470, 0.401, -1.049, -1.044, 0.435, 0.383, 0.349, -0.079, -0.735, 0.444, -0.875, 0.449, 0.317, -0.256, 0.406, 0.693, -0.716, 0.404, 0.408, 0.373, -1.123, 0.359, 0.676, 0.374, -0.169, 0.349, 0.309, 0.424, 0.429, -0.133, 0.312, 0.766, 0.351, 0.357, 1.197, 0.404, -1.161, -1.322, 0.784, 0.419, -0.434, 0.365, 0.430, 0.391, -0.816]
}



[3]
{
  "formula": "C4H10O2",
  "method": "the ωB97M-V functional and the def2-TZVPD basis",
  "molar_mass_da": 90.12,
  "spin_multiplicity": 1,
  "de_lowest_kcal_mol": 86.74,
  "homo_lumo_gap_ev": 8.35,
  "e_homo_ev": -7.6,
  "symbols": ["H", "H", "H", "C", "H", "H", "C", "H", "O", "C", "H", "O", "H", "C", "H", "H"],
  "positions_angstrom": [[0.53269, -2.40543, 0.95086], [-1.49478, -2.10820, 0.02410], [1.13609, 0.53448, -0.90100], [-0.24951, 1.11659, -0.51914], [1.18474, 2.45058, 0.42627], [-0.25398, -1.60865, -1.15751], [-1.26642, 0.03571, -0.19984], [0.65626, 1.06512, 1.48479], [2.02325, 0.49482, -0.16443], [-0.69917, -1.37798, -0.17879], [-0.58122, 1.91815, -1.17347], [0.30312, -1.47472, 0.84346], [-2.05775, 0.03941, -0.95991], [0.71345, 1.47206, 0.47462], [-1.77298, 0.20318, 0.76352], [1.82621, -0.35510, 0.28648]],
  "mulliken_charge": [0.286, 0.408, 0.453, -0.743, 0.225, 0.330, -0.452, 0.263, -0.627, -0.678, 0.383, -0.549, 0.357, -0.422, 0.298, 0.466]
}



These records have total energy values of -7357.936; -68780.028; -8401.786 eV, in the order they appear.